No. 1
Formula: C19H25N3ORhS2
Source: the Open Molecules 2025 dataset
Level of theory: the ωB97M-V functional and the def2-TZVPD basis

Summary:
Net charge: +1
HOMO-LUMO gap (alpha / beta) in eV: 6.1634 / 6.1639
2S+1: 1
M in g/mol: 478.469
Largest force on an atom in Eh/bohr: 0.058
LUMO (alpha / beta) in eV: -4.5 / -4.5
Energy relative to the best compared isomer or geometry (same formula, charge and spin) in eV: 0.1085

Each line ends with the natural charge from an NBO analysis.
CARTESIAN COORDINATES (ANGSTROEM)
Rh1 0.09 -0.88 0.08  0.84
C1 -1.46 1.87 0.63  -0.41
N1 -0.19 1.56 -0.04  -0.48
C2 -0.23 1.95 -1.46  -0.23
C3 0.51 0.98 -2.39  -0.24
N2 0.05 -0.40 -2.22  -0.41
C4 -1.35 -0.58 -2.62  -0.44
C5 0.86 -1.38 -2.91  0.19
C6 1.40 -1.14 -4.17  -0.26
C7 2.12 -2.12 -4.83  -0.18
C8 2.29 -3.36 -4.24  -0.18
C9 1.75 -3.63 -3.00  -0.20
C10 1.03 -2.64 -2.33  -0.23
S1 0.28 -3.06 -0.81  -0.01
C11 0.93 2.16 0.64  0.06
C12 0.87 3.49 1.05  -0.17
C13 1.92 4.07 1.75  -0.23
C14 3.05 3.33 2.04  -0.18
C15 3.14 2.02 1.64  -0.22
C16 2.08 1.41 0.94  -0.20
S2 2.30 -0.26 0.51  0.07
H1 -1.83 2.88 0.39  0.20
H2 -1.33 1.79 1.70  0.22
H3 -2.21 1.14 0.31  0.21
H4 0.21 2.94 -1.60  0.23
H5 -1.27 2.00 -1.77  0.21
H6 1.59 1.00 -2.19  0.24
H7 0.33 1.34 -3.41  0.21
H8 -1.52 -0.24 -3.64  0.21
H9 -2.01 -0.03 -1.94  0.20
H10 -1.60 -1.64 -2.56  0.24
H11 1.24 -0.18 -4.65  0.22
H12 2.52 -1.91 -5.81  0.23
H13 2.85 -4.13 -4.76  0.23
H14 1.88 -4.59 -2.54  0.23
H15 -0.01 4.08 0.82  0.21
H16 1.84 5.10 2.07  0.23
H17 3.88 3.78 2.58  0.23
H18 4.01 1.42 1.86  0.23
C17 -3.68 -1.49 3.19  -0.42
N3 -2.37 -1.51 3.83  -0.38
C18 -2.26 -1.66 5.26  -0.41
C19 -1.29 -1.35 3.08  0.56
O1 -1.34 -1.15 1.86  -0.71
H19 -4.42 -1.89 3.87  0.22
H20 -3.65 -2.09 2.29  0.23
H21 -3.96 -0.47 2.92  0.21
H22 -3.22 -2.00 5.66  0.23
H23 -2.01 -0.72 5.75  0.21
H24 -1.50 -2.40 5.52  0.22
H25 -0.34 -1.39 3.63  0.15


No. 2
Formula: C5H7NO2S2
Source: the Open Molecules 2025 dataset
Level of theory: the ωB97M-V functional and the def2-TZVPD basis

Summary:
Net charge: 0
HOMO-LUMO gap in eV: 8.3031
2S+1: 1
M in g/mol: 177.250
Largest force on an atom in Eh/bohr: 0.100
LUMO in eV: 0.1
Energy relative to the best compared isomer or geometry (same formula, charge and spin) in eV: 1.4552

Each line ends with the natural charge from an NBO analysis.
CARTESIAN COORDINATES (ANGSTROEM)
C1 2.16 1.08 -0.96  -0.76
S1 1.77 0.67 0.74  0.13
S2 1.51 -1.30 0.89  0.03
C2 -0.54 -1.44 0.99  -0.35
C3 -1.05 -0.10 1.46  -0.43
C4 -1.32 0.59 0.32  0.51
O1 -2.04 1.76 0.23  -0.68
N1 -0.98 -0.05 -0.85  -0.59
C5 -0.79 -1.28 -0.49  0.59
O2 -0.80 -2.22 -1.52  -0.63
H1 2.33 2.11 -0.86  0.23
H2 1.18 1.09 -1.35  0.24
H3 2.97 0.49 -1.45  0.24
H4 -0.64 -2.32 1.59  0.26
H5 -0.93 0.13 2.54  0.24
H6 -1.93 2.40 0.91  0.50
H7 -0.88 -1.60 -2.19  0.49


No. 3
Formula: C3H6LaMgO4S
Source: the Open Molecules 2025 dataset
Level of theory: the ωB97M-V functional and the def2-TZVPD basis

Summary:
Net charge: +1
HOMO-LUMO gap in eV: 6.9929
2S+1: 1
M in g/mol: 301.355
Largest force on an atom in Eh/bohr: 0.212
LUMO in eV: -4.9
Energy relative to the best compared isomer or geometry (same formula, charge and spin) in eV: 0.3399

Each line ends with the Mulliken charge.
CARTESIAN COORDINATES (ANGSTROEM)
Mg1 -1.20 0.00 1.44  1.02
S1 -2.75 1.28 -0.70  0.24
O1 -1.72 2.54 -1.06  -0.34
O2 -2.75 1.08 0.90  -0.56
O3 -0.82 -1.69 0.63  -0.72
C1 0.20 -1.88 -0.27  -0.16
C2 1.36 -0.89 -0.24  -0.54
O4 0.96 0.48 -0.34  -0.38
C3 0.61 1.10 1.00  -1.03
La1 -0.38 1.61 -1.87  1.58
H1 -0.21 -1.88 -1.31  0.21
H2 0.68 -2.88 -0.13  0.35
H3 2.03 -1.08 -1.09  0.32
H4 1.94 -1.00 0.69  0.30
H5 0.51 2.18 0.75  0.26
H6 1.53 1.03 1.59  0.44


No. 4
Formula: C13H11BrF9N2O4S
Source: the Open Molecules 2025 dataset
Level of theory: the ωB97M-V functional and the def2-TZVPD basis

Summary:
Net charge: -1
HOMO-LUMO gap in eV: 6.6141
2S+1: 1
M in g/mol: 542.194
Largest force on an atom in Eh/bohr: 0.125
LUMO in eV: 1.7

Each line ends with the natural charge from an NBO analysis.
CARTESIAN COORDINATES (ANGSTROEM)
O1 1.11 -2.54 1.53  -0.55
C1 0.16 -2.38 2.32  0.58
Br1 0.57 -2.64 4.28  -0.07
C2 -1.34 -2.00 1.97  -0.55
C3 -1.54 -0.51 1.33  0.04
C4 -2.97 -0.03 1.98  -0.43
C5 -3.24 1.54 1.84  -0.07
O2 -2.85 2.14 0.58  -0.73
C6 -0.50 0.58 1.97  0.73
O3 -0.04 1.57 1.30  -0.73
O4 -0.12 0.52 3.31  -0.80
N1 -1.61 -0.47 -0.14  -0.30
C7 -0.53 -1.18 -0.85  -0.23
C8 0.89 -0.42 -0.89  -0.50
C9 1.74 -0.91 -2.15  0.67
F1 1.94 -2.34 -1.99  -0.35
F2 1.10 -0.73 -3.41  -0.34
C10 3.20 -0.26 -2.26  0.59
F3 4.06 -0.73 -1.21  -0.31
F4 3.79 -0.78 -3.48  -0.32
C11 3.23 1.34 -2.41  0.57
F5 2.01 1.92 -2.81  -0.29
F6 4.17 1.64 -3.46  -0.32
C12 3.76 2.12 -1.11  0.93
F7 5.17 2.04 -1.02  -0.31
F8 3.39 3.49 -1.24  -0.31
F9 3.19 1.66 0.09  -0.29
N2 -2.81 -0.98 -0.66  -0.40
C13 -3.36 -0.17 -1.51  0.32
S1 -3.67 0.97 -2.70  0.02
H1 -2.00 -2.19 2.88  0.25
H2 -1.71 -2.75 1.17  0.24
H3 -3.84 -0.71 1.68  0.21
H4 -2.82 -0.22 3.11  0.24
H5 -2.79 2.11 2.74  0.20
H6 -4.39 1.69 1.94  0.15
H7 -2.25 2.88 0.83  0.49
H8 -0.33 -2.26 -0.54  0.20
H9 -0.87 -1.25 -1.96  0.22
H10 1.47 -0.43 0.09  0.28
H11 0.64 0.69 -1.10  0.27